Density functional theory data (ωB97M-V/def2-TZVPD) for a cluster of 2 separate species, C3H5NO2 in total at a distorted geometry.

E_tot	-322.2383	Eh
relative energy (zero: lowest compared OMol25 entry of this formula, charge and spin)	210.9	kcal per mole
molecular weight	87.08	g mol⁻¹
strongest force on any atom	5.0	eV/A
gap between HOMO and LUMO (spin up / spin down)	9.39 / 7.93	eV
HOMO energy (spin up / spin down)	-9.92 / -9.55	eV

The geometry in XYZ format:
```
11
Properties=species:S:1:pos:R:3:forces:R:3
C -0.36005 1.09070 -1.57200 0.6510 2.2315 0.1022
C 0.19743 1.19095 -0.41128 -0.2361 -1.7312 1.0188
C 0.45564 -1.06956 1.21320 3.9336 1.4727 -1.5783
N 1.08491 1.97090 0.31370 -0.3857 0.4220 -0.9280
O 2.21282 1.89405 -0.07282 2.5456 -0.3536 -0.7379
O 0.73331 2.65810 1.22050 -1.2795 0.9807 1.8170
H -0.43218 1.90656 -2.30996 0.0977 -0.4629 0.3682
H -0.70770 0.14341 -1.75667 -1.2753 -1.9468 -0.9374
H 0.92507 -0.62717 2.08381 0.1022 -0.1688 -0.3796
H 0.93082 -1.53603 0.34678 0.7569 0.4047 0.6830
H -0.49074 -1.31892 1.18566 -4.9104 -0.8484 0.5721
```
Positions in Å, forces in eV/Å.

Löwdin population analysis, charges in e, atoms 1 to 5: 0.05, -0.01, 0.16, -0.48, 0.09